No. 1
{"formula": "C37H53Cl2NO6", "method": "the ωB97M-V functional and the def2-TZVPD basis", "smiles": "Cc1c(CCCCO)c([C@H](Cl)[C@H](C)Cl)c(N)c2c1C(=O)c1cc(OC[C@H](C)CC(C)C)ccc1C2=O.C1CCOC1.C1CCOC1", "e_homo_ev": -8.589, "elements": ["C", "C", "C", "C", "C", "C", "C", "O", "C", "C", "Cl", "C", "C", "Cl", "C", "N", "C", "C", "C", "O", "C", "C", "C", "O", "C", "C", "C", "C", "C", "C", "C", "C", "C", "C", "C", "O", "H", "H", "H", "H", "H", "H", "H", "H", "H", "H", "H", "H", "H", "H", "H", "H", "H", "H", "H", "H", "H", "H", "H", "H", "H", "H", "H", "H", "H", "H", "H", "H", "H", "H", "H", "H", "H", "C", "C", "C", "O", "C", "H", "H", "H", "H", "H", "H", "H", "H", "C", "C", "C", "O", "C", "H", "H", "H", "H", "H", "H", "H", "H"], "coordinates": [[-6.348173, -0.551005, -1.654894], [-5.330517, -1.854139, -1.426560], [-5.728195, -3.404614, -1.911694], [-7.183640, -3.545472, -2.679074], [-7.215011, -2.733091, -4.125493], [-6.775719, -3.716959, -5.402498], [-5.888262, -2.755261, -6.410166], [-6.537387, -1.438547, -6.675548], [-4.702733, -4.693497, -1.620603], [-5.104376, -6.223892, -2.048601], [-4.913246, -7.317768, -0.518475], [-4.254930, -6.843305, -3.305811], [-2.940826, -5.973806, -3.756898], [-5.357182, -7.253637, -4.782190], [-3.287620, -4.277723, -0.831947], [-2.249562, -5.369680, -0.497695], [-2.880393, -2.749973, -0.397883], [-3.891342, -1.485288, -0.675548], [-3.439990, 0.022631, -0.217020], [-3.746755, 1.164739, -0.844409], [-2.475114, 0.159862, 1.123538], [-2.489323, 1.465917, 2.117361], [-1.478376, 1.463860, 3.438240], [-1.506851, 2.671215, 4.281079], [-0.162851, 3.075271, 4.724774], [0.803801, 3.662570, 3.534626], [-0.011836, 4.300125, 2.259355], [1.893665, 2.524192, 3.005166], [3.178343, 3.227340, 2.206957], [3.053913, 3.076050, 0.554866], [4.627874, 2.497430, 2.600885], [-0.505940, 0.135645, 3.732954], [-0.475411, -1.177151, 2.728683], [-1.463806, -1.128966, 1.418493], [-1.447247, -2.410600, 0.355212], [-0.294480, -3.067965, 0.130751], [-5.874103, 0.185806, -2.447344], [-7.438521, -0.864401, -1.944433], [-6.402671, 0.074947, -0.640238], [-7.549942, -4.647175, -2.825020], [-8.015911, -3.012449, -2.009511], [-8.238828, -2.190431, -4.296071], [-6.389244, -1.882136, -4.106299], [-6.032843, -4.500115, -4.950094], [-7.721278, -4.186589, -5.907628], [-5.788403, -3.279084, -7.457243], [-4.818630, -2.538127, -5.939398], [-5.924836, -0.711013, -6.352345], [-6.256574, -6.334001, -2.341100], [-3.848321, -7.904529, -2.940349], [-2.067500, -6.212094, -2.992850], [-3.129727, -4.831170, -3.923963], [-2.565588, -6.414700, -4.800778], [-1.863685, -5.179926, 0.452962], [-1.433976, -5.185042, -1.155062], [-3.186940, 2.401246, 1.885497], [-0.322407, 3.971683, 5.496063], [0.423293, 2.241332, 5.313960], [1.451104, 4.540344, 4.012727], [-0.398842, 3.405912, 1.594497], [-0.910123, 4.989417, 2.569048], [0.688923, 4.951379, 1.548264], [1.387004, 1.756749, 2.251714], [2.308659, 1.887191, 3.911478], [3.268031, 4.379884, 2.500488], [2.384687, 2.140466, 0.311398], [2.647661, 4.073173, 0.090831], [4.124937, 2.849515, 0.136500], [4.721280, 1.584189, 1.855165], [4.638053, 2.081484, 3.707956], [5.545891, 3.202439, 2.369095], [0.189433, 0.119130, 4.674985], [0.215760, -2.106834, 2.944256], [6.242040, 7.255178, 0.849659], [6.392802, 7.435305, 2.338134], [5.472367, 6.364341, 2.881710], [5.470483, 5.293636, 1.927397], [6.102626, 5.753755, 0.724934], [7.078917, 7.655043, 0.271536], [5.322881, 7.745614, 0.507669], [7.427182, 7.224446, 2.634233], [6.134470, 8.437882, 2.688305], [4.444913, 6.732209, 2.973228], [5.796449, 5.988225, 3.856374], [7.082536, 5.268890, 0.656272], [5.505444, 5.458087, -0.142041], [5.994725, -1.147411, 0.198880], [6.511708, -1.577231, 1.547477], [7.999850, -1.686475, 1.296196], [8.322475, -0.724292, 0.282667], [7.100447, -0.236907, -0.288591], [5.021255, -0.652188, 0.238771], [5.909947, -2.018944, -0.461104], [6.314381, -0.792653, 2.287461], [6.070877, -2.508893, 1.911055], [8.266663, -2.677260, 0.913418], [8.592266, -1.488125, 2.194062], [6.953134, 0.789715, 0.064084], [7.182840, -0.222925, -1.378870]], "atomic_forces_ev_per_a": [[0.647, -0.139, 0.636], [2.164, -0.981, 0.672], [2.480, 0.378, 1.360], [-0.391, 1.023, 0.331], [1.036, -0.143, -0.283], [0.502, 1.809, 0.957], [0.118, -0.350, -0.307], [1.639, -0.335, 0.987], [0.521, 4.554, 1.198], [-0.722, 0.778, -0.384], [-0.183, 0.964, -1.541], [1.809, -0.797, 1.099], [0.318, -0.989, -0.996], [0.901, 0.644, 1.498], [-0.729, 1.767, -0.329], [-0.693, 2.364, -1.147], [-2.556, -0.051, -1.071], [-0.941, -3.722, -0.982], [-0.341, 4.269, -1.409], [1.304, -6.973, 3.461], [1.888, -0.735, 2.488], [2.346, -3.028, 0.423], [-0.247, -2.360, -2.295], [1.596, -3.133, -1.809], [1.287, 1.493, 0.723], [0.741, 0.049, -0.421], [0.147, -0.241, -0.503], [0.303, 0.193, -0.534], [0.717, -0.163, 0.030], [0.255, 0.069, 0.827], [-0.493, -0.501, -0.571], [-2.020, -0.223, -2.859], [-2.905, 3.963, -0.999], [0.024, 1.667, 1.719], [3.580, -1.433, -0.581], [-7.005, 3.615, 1.452], [-1.040, -1.699, 1.529], [2.301, 0.507, 0.447], [0.192, -1.523, -2.193], [1.020, 2.034, 0.325], [1.981, -1.269, -1.164], [1.923, -1.257, 0.326], [-1.802, -1.741, 0.202], [-1.586, 1.169, -1.127], [2.022, 0.794, 0.893], [0.038, 0.966, 2.082], [-2.245, -0.772, -0.951], [-1.166, -1.562, -0.598], [2.685, 0.617, 0.841], [-1.064, 2.408, -0.926], [-2.033, 0.784, -1.464], [0.258, -2.239, 0.622], [-0.917, 0.918, 2.284], [-0.507, -0.020, -1.031], [-1.281, -0.221, 1.153], [1.753, -2.350, 0.594], [-0.042, -2.083, -1.720], [-1.387, 1.441, -1.238], [-1.368, -1.914, -0.828], [0.578, 1.852, 1.352], [1.728, -1.471, -0.449], [-1.299, -1.472, 1.755], [0.875, 1.650, 1.691], [-0.875, 1.402, -1.687], [-0.327, -2.568, -0.652], [1.163, 2.003, 0.320], [0.628, -2.126, 0.694], [-2.050, 0.621, 0.653], [-0.126, 1.545, 1.685], [0.068, 0.984, -2.235], [-2.124, -1.448, 0.711], [-1.567, 0.112, -2.089], [-1.607, 2.212, -0.541], [-0.218, 0.337, -0.520], [0.445, 0.222, 0.426], [-0.319, -0.213, 0.200], [0.260, 0.697, -0.143], [0.134, -0.412, -0.129], [-0.108, -0.072, 0.047], [0.120, -0.045, -0.015], [-0.118, 0.054, 0.014], [0.019, -0.134, -0.012], [-0.009, 0.065, 0.088], [-0.077, -0.079, -0.115], [0.009, 0.028, -0.105], [-0.003, -0.077, 0.141], [-0.392, -0.221, -0.474], [-0.164, 0.058, 0.635], [0.416, -0.142, -0.095], [-0.339, -0.111, 0.100], [0.247, 0.366, -0.076], [0.104, -0.035, -0.029], [-0.038, 0.119, 0.043], [0.011, -0.101, -0.037], [0.075, 0.096, -0.032], [-0.008, -0.053, 0.096], [0.029, 0.032, -0.154], [-0.089, 0.032, -0.064], [0.113, 0.006, 0.104]], "lowdin_charge": [-0.10, -0.05, -0.02, -0.18, -0.20, -0.16, -0.24, -0.16, -0.06, -0.59, 0.51, -0.66, -0.14, 0.49, -0.10, 0.00, 0.01, 0.01, -0.20, -0.04, -0.02, 0.07, -0.11, -0.16, -0.18, -0.30, -0.09, -0.16, -0.34, -0.11, -0.11, 0.01, 0.02, -0.03, -0.19, -0.06, 0.10, 0.07, 0.10, 0.11, 0.12, 0.12, 0.10, 0.07, 0.12, 0.12, 0.13, 0.10, 0.10, 0.11, 0.08, 0.09, 0.09, 0.07, 0.08, 0.13, 0.15, 0.12, 0.14, 0.08, 0.09, 0.09, 0.11, 0.11, 0.12, 0.08, 0.08, 0.07, 0.06, 0.08, 0.08, 0.09, 0.11, -0.18, -0.18, -0.20, -0.20, -0.20, 0.12, 0.12, 0.12, 0.12, 0.12, 0.12, 0.12, 0.12, -0.19, -0.18, -0.21, -0.14, -0.21, 0.11, 0.12, 0.11, 0.12, 0.12, 0.12, 0.11, 0.12]}

***

No. 2
{"formula": "C7H14N2", "method": "the ωB97M-V functional and the def2-TZVPD basis", "de_lowest_kj_mol": 514.2, "e_homo_ev": -6.789, "elements": ["C", "C", "C", "C", "C", "C", "C", "N", "N", "H", "H", "H", "H", "H", "H", "H", "H", "H", "H", "H", "H", "H", "H"], "coordinates": [[0.598646, 0.265192, -0.390528], [0.327261, -0.874619, 0.372343], [0.723664, 1.607757, 0.270019], [0.224744, 0.283885, -1.838061], [-2.257976, -0.375808, 1.928525], [-1.758778, -0.391198, 0.510859], [2.605542, -0.619043, -0.238309], [-2.480235, -0.334539, -0.521715], [3.334740, -0.821752, -1.244035], [-3.493489, -0.249288, -0.331879], [2.834715, -0.745870, -2.137284], [0.233587, -1.830498, -0.129367], [0.567574, -0.878485, 1.428514], [3.084752, -0.680386, 0.754447], [1.572321, 2.151266, -0.155777], [0.866473, 1.527738, 1.348299], [-0.177091, 2.199831, 0.088557], [0.781497, 1.046573, -2.385931], [0.386486, -0.688682, -2.306830], [-0.843928, 0.529321, -1.916317], [-3.353487, -0.454407, 1.982465], [-1.946566, 0.546650, 2.426107], [-1.830452, -1.213639, 2.485897]], "atomic_forces_ev_per_a": [[4.157, -0.340, -0.628], [-5.435, 0.255, 0.847], [0.175, -0.089, 0.022], [0.130, 0.045, -0.017], [-0.074, 0.008, 0.066], [1.021, -1.533, 0.380], [-0.370, 1.998, -1.455], [0.352, -0.030, 0.022], [-0.537, -0.560, 0.422], [0.401, 0.125, 0.194], [0.029, 0.259, 0.147], [0.152, 0.046, 0.068], [0.189, -0.068, -0.096], [-0.444, -0.028, 0.009], [-0.163, 0.022, 0.047], [0.026, -0.041, -0.027], [-0.076, -0.038, -0.016], [0.105, -0.027, 0.044], [-0.074, 0.032, 0.004], [0.263, -0.180, 0.031], [0.138, 0.099, -0.067], [0.021, -0.050, 0.027], [0.015, 0.093, -0.024]], "nbo_charge": [0.12, -0.36, -0.67, -0.69, -0.72, 0.29, 0.08, -0.71, -0.64, 0.33, 0.34, 0.23, 0.21, 0.15, 0.23, 0.21, 0.23, 0.22, 0.22, 0.28, 0.20, 0.23, 0.22]}

***

No. 3
{"formula": "C8H10", "method": "the ωB97M-V functional and the def2-TZVPD basis", "smiles": "c1ccccc1.C=C", "de_lowest_kj_mol": 331.4, "e_homo_ev": -8.943, "elements": ["C", "C", "C", "C", "C", "C", "C", "C", "H", "H", "H", "H", "H", "H", "H", "H", "H", "H"], "coordinates": [[-0.828299, 0.920246, 1.215511], [-0.899844, 1.468319, -0.012606], [-1.136964, 0.660458, -1.151484], [-1.364314, -0.772732, -1.100857], [-1.132207, -1.445943, 0.159679], [-1.042488, -0.485729, 1.247087], [2.322434, 0.535259, -0.287169], [2.098407, -0.861400, 0.039237], [-1.025009, 1.467533, 2.202941], [-0.901637, 2.602849, -0.278024], [-1.284653, 1.226548, -2.111963], [-1.740701, -1.342241, -2.028391], [-1.148697, -2.461138, 0.360170], [-1.034712, -0.942448, 2.226251], [2.152272, 0.989810, -1.242811], [3.010609, 1.126690, 0.377129], [1.612625, -1.712110, -0.715414], [2.343176, -0.973970, 1.100718]], "atomic_forces_ev_per_a": [[-2.192, -1.793, 2.245], [-0.218, 2.342, -3.360], [-0.856, -1.069, -0.557], [0.570, 0.200, 0.159], [-0.728, 6.341, -0.552], [1.169, -1.582, -0.056], [0.742, -4.729, 1.194], [-0.200, 3.876, -2.441], [0.972, -0.625, -1.680], [0.255, -2.072, 1.012], [0.157, -0.949, 0.965], [0.956, 1.027, 1.492], [-0.284, -1.760, 0.123], [0.002, -0.022, 0.270], [-0.295, -0.107, -0.440], [-1.275, -0.609, -0.297], [1.330, 2.657, 2.451], [-0.107, -1.127, -0.529]], "nbo_charge": [-0.24, -0.20, -0.23, -0.21, -0.22, -0.19, -0.40, -0.42, 0.23, 0.22, 0.22, 0.22, 0.22, 0.20, 0.19, 0.19, 0.23, 0.20]}

***

No. 4
{"formula": "C4H13N3", "method": "the ωB97M-V functional and the def2-TZVPD basis", "de_lowest_kj_mol": 607.6, "e_homo_ev": [-7.399, -7.241], "elements": ["C", "C", "C", "C", "N", "N", "N", "H", "H", "H", "H", "H", "H", "H", "H", "H", "H", "H", "H", "H"], "coordinates": [[-0.447128, -1.374651, 0.044933], [-0.104327, 0.538330, -0.119069], [-1.808643, -1.484720, -0.609412], [0.663858, -2.088005, -0.686141], [0.670894, 0.373775, 1.004967], [1.077236, 2.180366, 0.283671], [1.032411, 3.495970, 0.803541], [0.119501, 0.641750, 1.821633], [1.949315, 2.054824, -0.234173], [-0.497989, -1.686777, 1.085878], [0.096854, 3.686126, 1.149920], [1.673018, 3.628599, 1.588146], [-1.095726, 0.980634, -0.052140], [0.324804, 0.491158, -1.114581], [-1.801765, -1.098896, -1.632085], [0.490751, -3.171659, -0.680825], [-2.577747, -0.953090, -0.044108], [-2.114640, -2.538426, -0.659945], [1.629541, -1.896543, -0.216558], [0.719779, -1.778770, -1.733652]], "atomic_forces_ev_per_a": [[-0.568, 2.039, -1.145], [-1.942, -5.686, 0.376], [-0.076, -0.613, 0.048], [-0.070, -0.044, 0.045], [1.718, 3.299, -0.671], [-0.360, 1.022, 0.508], [0.570, -0.820, 0.534], [-0.027, 0.036, -0.071], [0.145, -0.067, 0.567], [0.059, 0.218, 0.091], [0.056, -0.146, -0.191], [0.008, 0.085, -0.198], [0.230, 0.306, -0.103], [0.267, 0.187, 0.257], [0.038, 0.022, 0.038], [0.049, 0.068, 0.011], [0.052, 0.012, -0.037], [-0.108, 0.056, -0.074], [-0.016, 0.005, -0.016], [-0.025, 0.020, 0.032]], "nbo_charge": [-0.18, -0.13, -0.63, -0.64, -0.47, -0.48, -0.63, 0.34, 0.34, 0.19, 0.34, 0.33, 0.18, 0.20, 0.20, 0.21, 0.20, 0.20, 0.22, 0.20]}

***

No. 5
{"formula": "C6H13N2S", "method": "the ωB97M-V functional and the def2-TZVPD basis", "de_lowest_kj_mol": 331.4, "e_homo_ev": -13.340, "charge": 1, "elements": ["C", "C", "C", "C", "C", "C", "N", "N", "S", "H", "H", "H", "H", "H", "H", "H", "H", "H", "H", "H", "H", "H"], "coordinates": [[1.118543, -2.089350, -1.614022], [-1.304050, -1.968839, -0.805902], [2.691191, 2.268896, 0.553448], [-2.269643, -0.140601, 1.530975], [1.675954, 1.129243, 0.478688], [-2.848400, -0.051586, 0.090756], [-0.204043, -2.135753, -1.111362], [0.755150, 1.085199, -0.373148], [-2.873541, -1.866243, -0.370676], [1.671283, -1.240417, -1.060246], [1.051744, -1.695272, -2.667281], [2.701266, 2.941338, -0.305116], [2.719800, 2.965666, 1.392335], [3.660758, 1.729475, 0.794954], [-2.919053, -0.800618, 2.107389], [-1.208456, -0.691687, 1.642761], [-2.429870, 0.849947, 2.011481], [1.691267, 0.338077, 1.079034], [1.560035, -3.072163, -1.659718], [-2.199738, 0.420811, -0.627608], [-3.857762, 0.213416, 0.003290], [0.817565, 1.810462, -1.090033]], "atomic_forces_ev_per_a": [[0.731, 2.462, -1.136], [1.472, -0.546, -0.426], [1.536, -1.485, 1.019], [0.372, -0.125, 0.390], [0.260, 5.050, -2.250], [2.553, -2.065, 1.317], [-0.991, 0.333, 0.409], [-0.871, -0.837, -1.476], [-0.949, -0.056, -0.570], [-0.701, -1.793, -0.524], [0.002, -0.522, 0.894], [0.169, -0.625, -0.322], [-1.035, -0.320, 0.464], [-0.551, 0.806, -1.064], [-0.150, -0.032, -0.025], [-2.192, 1.993, -0.552], [1.020, -0.547, -0.176], [0.538, -2.992, 3.193], [0.246, -0.121, 0.479], [0.007, 0.440, -0.145], [-1.364, 0.662, 0.056], [-0.100, 0.321, 0.444]], "nbo_charge": [-0.46, 0.33, -0.72, -0.64, 0.17, -0.43, -0.22, -0.68, 0.41, 0.28, 0.25, 0.23, 0.26, 0.24, 0.22, 0.23, 0.25, 0.16, 0.26, 0.25, 0.24, 0.34]}

***

No. 6
{"formula": "C5H6N", "method": "the ωB97M-V functional and the def2-TZVPD basis", "de_lowest_kj_mol": 733.5, "e_homo_ev": [-15.709, -15.087], "charge": 1, "elements": ["C", "C", "C", "C", "C", "N", "H", "H", "H", "H", "H", "H"], "coordinates": [[2.059723, -0.059199, -0.005968], [3.312755, 0.154322, 0.026911], [0.867610, 0.733280, -0.025498], [0.141897, -1.313107, -0.007074], [-1.588824, 0.496308, 0.016243], [-0.229580, 0.061819, -0.009938], [0.924152, 1.814595, -0.044084], [0.219549, -1.831867, -0.950031], [0.141398, -1.861332, 0.922143], [-1.645618, 1.578624, -0.092646], [-2.052121, 0.202342, 0.961497], [-2.150939, 0.024216, -0.791552]], "atomic_forces_ev_per_a": [[-3.904, -0.735, -0.065], [1.505, -0.108, 0.050], [1.114, 0.468, 0.014], [2.094, 0.068, 0.005], [-1.367, 0.349, 0.110], [0.980, -0.165, -0.052], [-0.384, 0.136, -0.023], [-0.160, -0.019, -0.195], [-0.200, -0.014, 0.201], [0.106, -0.086, 0.015], [0.089, 0.060, -0.030], [0.127, 0.045, -0.031]], "nbo_charge": [-0.47, 0.40, 0.25, 0.09, -0.43, -0.34, 0.26, 0.24, 0.24, 0.26, 0.25, 0.25]}

***

Number 1: maximum force 8.02 eV/A. Number 2: maximum force 5.51 eV/A. Number 3: maximum force 6.41 eV/A. Number 4: maximum force 6.02 eV/A. Number 5: maximum force 5.53 eV/A. Number 6: maximum force 3.97 eV/A.